Entry 1:
The ion C3H9N5 with charge +2 at a distorted geometry. Source: OMol25; level of theory: ωB97M-V/def2-TZVPD.

The value obtained for the relative energy (zero: lowest compared OMol25 entry of this formula, charge and spin) is 1.8684 eV. Its SMILES is C=NC(=[NH2+])[NH+]=C(N)N. As for the frontier orbital gap: 10.16 eV. The calculation puts the maximum force at 6.93 eV/A. The value obtained for the lowest unoccupied orbital energy is -9.1 eV. The value obtained for the HOMO energy is -19.2 eV.

```
! wB97M-V def2-TZVPD RIJCOSX def2/J DEFGRID3
* xyz 2 1
C -2.53 -0.96 -0.26
C -0.70 0.75 0.28
C 1.55 -0.24 0.04
N -1.42 -0.91 0.28
N 2.82 0.13 -0.13
N 1.28 -1.53 0.36
N -1.64 1.63 0.17
N 0.61 0.81 0.09
H -3.08 -1.83 -0.16
H -3.05 -0.26 -0.82
H 3.69 -0.50 -0.30
H 3.17 1.02 -0.46
H 2.15 -2.13 0.30
H 0.31 -1.87 0.49
H -2.67 1.42 0.22
H -1.44 2.59 -0.29
H 0.95 1.86 0.20
*
```

=====

Entry 2:
A structure of composition C12H10BrLaN3 at a distorted geometry. Source: OMol25; level of theory: ωB97M-V/def2-TZVPD.

The value obtained for the relative energy (zero: lowest compared OMol25 entry of this formula, charge and spin) is 1.3226 eV. As for the frontier orbital gap: 3.93 eV. The calculation puts the maximum force at 4.01 eV/A. The value obtained for the lowest unoccupied orbital energy is 1.0 eV. The value obtained for the HOMO energy is -2.9 eV.

```
! wB97M-V def2-TZVPD RIJCOSX def2/J DEFGRID3
* xyz -1 1
C -1.42 -1.02 -2.09
C -1.86 -2.16 -1.36
C -2.86 -1.72 -0.41
H -1.54 -3.19 -1.51
C -2.99 -0.29 -0.60
C -2.09 0.11 -1.61
H -1.97 1.13 -2.01
H -0.75 -1.02 -2.94
H -3.32 -2.34 0.38
H -3.64 0.35 0.00
La -0.81 -1.02 1.15
Br 1.13 -3.07 0.87
C 2.82 1.58 -0.41
C 1.92 2.32 -1.23
C 1.62 1.53 -2.35
H 1.51 3.29 -1.02
C 2.33 0.31 -2.23
C 3.12 0.36 -1.06
H 3.72 -0.44 -0.66
H 3.21 1.90 0.54
H 0.92 1.75 -3.14
H 2.29 -0.52 -2.91
N -0.63 0.74 2.69
C -0.53 0.32 3.83
N -0.30 -0.26 4.93
C -0.04 0.37 6.08
N 0.18 0.99 7.07
*
```

=====

Entry 3:
A structure of composition C8H5Br2NO2S at a distorted geometry. Source: OMol25; level of theory: ωB97M-V/def2-TZVPD.

The value obtained for the relative energy (zero: lowest compared OMol25 entry of this formula, charge and spin) is 1.0482 eV. As for the frontier orbital gap (spin up / spin down): 7.37 / 7.02 eV. The calculation puts the maximum force at 3.18 eV/A. The value obtained for the lowest unoccupied orbital energy (spin up / spin down) is -1.5 / -1.8 eV. The value obtained for the HOMO energy (spin up / spin down) is -8.9 / -8.8 eV.

```
! wB97M-V def2-TZVPD RIJCOSX def2/J DEFGRID3
* xyz 0 1
C 3.67 0.24 -1.41
C -1.10 -0.49 -0.28
C -0.14 -1.53 -0.15
C -0.67 0.79 -0.01
C 1.07 -1.28 0.38
C 0.43 1.02 0.77
C 1.30 0.01 0.92
C 4.82 0.14 -0.63
N 2.63 0.36 -1.90
O 3.22 -1.19 2.23
O 3.12 1.37 2.14
S 2.94 0.07 1.60
Br 5.52 -1.56 -0.25
Br 5.83 1.58 -0.20
H -2.03 -0.65 -0.77
H -0.51 -2.56 -0.30
H -1.25 1.70 -0.04
H 1.88 -2.06 0.68
H 0.45 2.08 1.09
*
```

=====

Entry 4:
A structure of composition C24H33AlAsN4S4. Source: OMol25; level of theory: ωB97M-V/def2-TZVPD.

The value obtained for the relative energy (zero: lowest compared OMol25 entry of this formula, charge and spin) is 0.0000 eV. As for the frontier orbital gap: 6.26 eV. The calculation puts the maximum force at 0.89 eV/A. The value obtained for the lowest unoccupied orbital energy is 2.3 eV. The value obtained for the HOMO energy is -4.0 eV.

```
! wB97M-V def2-TZVPD RIJCOSX def2/J DEFGRID3
* xyz -1 1
Al 0.09 -0.25 -0.20
S 3.43 -3.10 -1.34
As 2.81 -1.16 -0.95
S 4.39 0.22 -1.20
S 1.02 -0.55 -2.22
S 1.82 -0.91 1.09
C -3.86 2.94 -2.75
C -2.37 2.74 -2.49
C -1.53 3.37 -3.61
C -2.00 3.32 -1.15
C -2.14 4.63 -0.85
C -1.87 5.23 0.43
C -0.96 4.90 1.38
C 0.19 3.98 1.27
C 0.86 3.72 2.62
C 2.33 3.32 2.62
C 0.05 2.63 3.33
C -1.44 2.46 -0.05
N -1.43 1.04 -0.22
C -2.57 0.42 -0.26
C -2.60 -0.96 -0.23
C -3.72 -1.81 -0.23
C -3.21 -3.08 -0.13
C -1.81 -2.98 -0.06
N -1.43 -1.69 -0.13
C -0.95 -4.21 0.04
C -1.44 -5.08 1.20
C 0.51 -3.86 0.27
C -1.07 -4.97 -1.29
H -4.15 2.45 -3.68
H -4.11 3.99 -2.84
H -4.46 2.51 -1.95
H -2.15 1.67 -2.48
H -1.67 4.45 -3.65
H -1.82 2.95 -4.57
H -0.48 3.16 -3.45
H -2.59 5.29 -1.58
H -2.52 6.07 0.67
H -1.00 5.46 2.30
H 0.78 4.66 3.20
H 2.46 2.32 2.21
H 2.69 3.30 3.65
H 2.94 4.03 2.06
H 0.14 1.70 2.79
H -1.00 2.91 3.39
H 0.42 2.48 4.34
H -3.50 0.97 -0.27
H -4.74 -1.49 -0.28
H -3.78 -3.99 -0.10
H -1.42 -4.52 2.13
H -0.80 -5.95 1.30
H -2.46 -5.43 1.04
H 0.65 -3.38 1.23
H 0.85 -3.19 -0.52
H 1.14 -4.75 0.22
H -2.10 -5.26 -1.49
H -0.45 -5.87 -1.26
H -0.72 -4.34 -2.10
N 2.10 3.56 -0.34
C 0.81 4.11 -0.12
C -0.01 2.88 0.24
N 0.88 1.79 0.15
C 2.06 2.24 -0.15
H 2.88 4.06 -0.73
H 0.51 4.95 -0.74
H -2.04 2.69 0.86
H 2.94 1.62 -0.28
*
```

=====

Entry 5:
A structure of composition C46H55AsN6P2Zn. Source: OMol25; level of theory: ωB97M-V/def2-TZVPD.

The value obtained for the relative energy (zero: lowest compared OMol25 entry of this formula, charge and spin) is 0.1874 eV. As for the frontier orbital gap: 8.39 eV. The calculation puts the maximum force at 0.29 eV/A. The value obtained for the lowest unoccupied orbital energy is -4.8 eV. The value obtained for the HOMO energy is -13.2 eV.

```
! wB97M-V def2-TZVPD RIJCOSX def2/J DEFGRID3
* xyz 2 1
Zn 0.59 0.36 0.59
C -2.47 -3.02 1.00
N -1.54 -1.89 0.87
P -1.00 -1.34 -0.65
C -0.41 -2.79 -1.56
C 0.94 -3.13 -1.48
C 1.43 -4.27 -2.09
C 0.56 -5.09 -2.80
C -0.78 -4.77 -2.89
C -1.27 -3.63 -2.27
C -2.51 -0.85 -1.52
C -3.63 -0.45 -0.79
C -4.75 0.05 -1.43
C -4.76 0.16 -2.81
C -3.65 -0.23 -3.55
C -2.53 -0.74 -2.91
P -0.42 -1.50 2.07
C 0.46 -3.03 2.47
C 1.75 -3.21 1.98
C 2.41 -4.41 2.17
C 1.79 -5.44 2.86
C 0.50 -5.27 3.35
C -0.17 -4.07 3.16
C -1.39 -1.09 3.55
C -2.54 -0.32 3.41
C -3.22 0.13 4.54
C -2.74 -0.17 5.80
C -1.58 -0.92 5.95
C -0.90 -1.38 4.83
H -3.24 -2.95 0.24
H -2.95 -2.98 1.98
H -1.95 -3.97 0.89
H 1.62 -2.51 -0.90
H 2.48 -4.52 -2.01
H 0.94 -5.98 -3.28
H -1.46 -5.41 -3.44
H -2.32 -3.39 -2.36
H -3.63 -0.53 0.29
H -5.62 0.34 -0.86
H -5.63 0.55 -3.32
H -3.66 -0.16 -4.63
H -1.69 -1.07 -3.50
H 2.24 -2.41 1.44
H 3.42 -4.54 1.80
H 2.31 -6.38 3.01
H 0.01 -6.08 3.88
H -1.17 -3.95 3.56
H -2.92 -0.08 2.43
H -4.13 0.70 4.42
H -3.26 0.18 6.68
H -1.20 -1.15 6.93
H 0.00 -1.96 4.95
N 2.28 0.33 -0.77
C 2.17 1.01 -2.05
C 3.06 2.02 -2.37
C 2.92 2.71 -3.57
C 1.90 2.38 -4.45
C 1.02 1.36 -4.13
C 1.15 0.67 -2.93
H 3.08 0.73 -0.29
H 2.51 -0.65 -0.93
H 3.87 2.27 -1.69
H 3.62 3.49 -3.82
H 1.80 2.91 -5.38
H 0.23 1.09 -4.82
H 0.46 -0.13 -2.69
C -1.77 2.49 -1.45
As -0.47 2.60 -0.02
C -1.50 3.59 1.30
C 0.75 3.93 -0.83
C 0.29 5.33 -0.58
C -0.58 5.96 -1.47
C -1.05 7.24 -1.20
C -0.66 7.90 -0.04
C 0.22 7.28 0.84
C 0.69 6.01 0.57
H -2.12 3.50 -1.66
H -2.61 1.87 -1.15
H -1.30 2.06 -2.33
H -1.89 4.49 0.82
H -0.90 3.88 2.16
H -2.33 2.96 1.63
H 0.73 3.68 -1.89
H 1.76 3.77 -0.47
H -0.87 5.46 -2.38
H -1.72 7.72 -1.90
H -1.02 8.90 0.16
H 0.55 7.80 1.73
H 1.39 5.54 1.25
C 2.80 2.25 1.90
N 3.53 2.80 3.02
C 2.57 3.23 4.04
N 1.74 2.11 4.49
C 1.02 1.57 3.36
N 1.94 1.08 2.27
C 2.84 0.07 2.90
N 3.57 0.60 4.03
C 4.37 1.74 3.59
C 2.61 1.06 5.04
H 3.52 1.94 1.14
H 2.15 3.03 1.48
H 1.92 4.01 3.63
H 3.11 3.64 4.89
H 0.37 2.33 2.94
H 0.41 0.73 3.69
H 3.55 -0.28 2.14
H 2.23 -0.78 3.22
H 5.09 1.41 2.84
H 4.92 2.14 4.44
H 3.15 1.46 5.89
H 2.00 0.22 5.37
*
```

=====

Entry 6:
The molecule C6H3O6P at a distorted geometry. Source: OMol25; level of theory: ωB97M-V/def2-TZVPD.

The value obtained for the relative energy (zero: lowest compared OMol25 entry of this formula, charge and spin) is 0.0000 eV. Its SMILES is C#CC1=C(P(=O)(O)O)C(=O)OC1=O. As for the frontier orbital gap: 8.90 eV. The calculation puts the maximum force at 4.79 eV/A. The value obtained for the lowest unoccupied orbital energy is -1.6 eV. The value obtained for the HOMO energy is -10.5 eV.

```
! wB97M-V def2-TZVPD RIJCOSX def2/J DEFGRID3
* xyz 0 1
C -0.15 -3.01 0.50
C -0.61 -1.94 0.92
C -1.05 -0.64 0.21
C -0.30 0.49 -0.14
P 1.47 0.74 0.41
O 1.48 0.17 1.81
O 2.67 0.13 -0.56
O 1.60 2.39 0.72
C -1.19 1.33 -1.10
O -0.72 1.77 -2.12
O -2.54 0.91 -1.12
C -2.48 -0.14 -0.16
O -3.32 -0.17 0.70
H 0.37 -3.99 0.35
H 2.32 -0.76 -0.80
H 2.45 2.74 0.38
*
```

=====

Entry 7:
A structure of composition C23H23CeClN2OP at a distorted geometry. Source: OMol25; level of theory: ωB97M-V/def2-TZVPD.

As for the frontier orbital gap (spin up / spin down): 5.68 / 5.55 eV. The calculation puts the maximum force at 9.69 eV/A. The value obtained for the lowest unoccupied orbital energy (spin up / spin down) is -8.4 / -8.5 eV. The value obtained for the HOMO energy (spin up / spin down) is -14.1 / -14.0 eV.

```
! wB97M-V def2-TZVPD RIJCOSX def2/J DEFGRID3
* xyz 2 2
Ce 0.54 0.17 -0.63
Cl 0.52 2.28 -2.01
C 0.24 1.21 1.56
O -0.02 1.94 2.46
P -2.55 0.24 -0.25
C -3.53 -1.00 0.74
C -2.99 1.94 0.31
C -3.22 0.18 -1.97
C -3.18 3.01 -0.60
C -3.62 4.25 -0.15
C -3.94 4.42 1.19
C -3.75 3.39 2.11
C -3.31 2.14 1.67
H -3.04 2.82 -1.66
H -3.73 5.09 -0.84
H -4.24 5.39 1.55
H -3.93 3.54 3.17
H -3.28 1.32 2.39
C -2.91 -1.59 1.87
C -3.58 -2.57 2.62
C -4.91 -2.87 2.28
C -5.57 -2.27 1.22
C -4.87 -1.34 0.44
H -1.90 -1.22 2.10
H -3.09 -3.08 3.46
H -5.40 -3.64 2.86
H -6.61 -2.60 1.04
H -5.38 -0.90 -0.40
C -4.54 0.58 -2.31
C -4.98 0.45 -3.63
C -4.09 -0.07 -4.56
C -2.78 -0.46 -4.26
C -2.35 -0.38 -2.93
H -5.23 0.95 -1.55
H -5.98 0.74 -3.99
H -4.39 -0.18 -5.59
H -2.09 -0.82 -5.02
H -1.39 -0.79 -2.57
H 0.18 -1.51 0.32
H 0.10 -1.86 -0.50
C 5.69 -2.23 0.76
N 4.70 -1.20 0.52
C 5.00 0.13 0.16
C 3.85 0.78 -0.09
N 2.77 -0.18 0.03
C 3.35 -1.29 0.46
H 6.34 -2.35 -0.10
H 6.36 -1.97 1.59
H 5.27 -3.20 0.98
H 5.92 0.64 0.03
H 3.77 1.86 -0.27
H 2.80 -2.14 0.77
*
```

=====

Entry 8:
A structure of composition C3H4O3 at a distorted geometry. Source: OMol25; level of theory: ωB97M-V/def2-TZVPD.

The value obtained for the relative energy (zero: lowest compared OMol25 entry of this formula, charge and spin) is 4.2635 eV. As for the frontier orbital gap: 9.88 eV. The calculation puts the maximum force at 2.30 eV/A. The value obtained for the lowest unoccupied orbital energy is -0.1 eV. The value obtained for the HOMO energy is -10.0 eV.

```
! wB97M-V def2-TZVPD RIJCOSX def2/J DEFGRID3
* xyz 0 1
O -0.46 0.91 1.62
C -0.16 0.34 0.47
C -0.23 -0.85 1.26
O 1.07 0.36 -0.24
C 0.26 0.47 -1.39
O -0.94 0.58 -0.64
H -0.99 -1.62 1.12
H 0.70 -1.14 1.75
H 0.25 -0.42 -2.03
H 0.50 1.38 -1.92
*
```

=====

Entry 9:
A structure of composition C59H51N8O4RbS2. Source: OMol25; level of theory: ωB97M-V/def2-TZVPD.

The value obtained for the relative energy (zero: lowest compared OMol25 entry of this formula, charge and spin) is 1.0891 eV. As for the frontier orbital gap: 5.77 eV. The calculation puts the maximum force at 0.44 eV/A. The value obtained for the lowest unoccupied orbital energy is 3.4 eV. The value obtained for the HOMO energy is -2.3 eV.

```
! wB97M-V def2-TZVPD RIJCOSX def2/J DEFGRID3
* xyz -2 1
Rb -0.72 1.29 -0.94
N 2.08 5.64 1.45
C 1.08 6.14 2.26
C 1.06 7.08 3.28
C -0.16 7.32 3.89
C -1.32 6.63 3.50
C -1.29 5.69 2.49
C -0.07 5.44 1.86
N 0.22 4.56 0.84
C 1.50 4.70 0.63
C 2.27 3.94 -0.34
C 3.58 4.11 -0.68
S 4.07 2.88 -1.75
C 2.47 2.23 -1.70
N 1.65 2.89 -0.95
H 3.05 5.89 1.47
H 1.96 7.61 3.59
H -0.22 8.05 4.69
H -2.25 6.84 4.01
H -2.17 5.13 2.20
H 4.28 4.86 -0.33
H 2.20 1.35 -2.26
C 5.24 -2.71 0.32
C 3.74 -2.87 0.20
C 3.38 -4.33 -0.05
O 3.26 -2.06 -0.85
C 1.96 -1.55 -0.50
C 1.87 -1.79 1.01
O 3.13 -2.39 1.38
C 1.48 -0.51 1.81
O 0.50 0.12 1.14
C 2.59 0.52 2.05
C 3.80 0.59 1.39
C 4.67 1.67 1.59
C 4.33 2.69 2.46
C 3.09 2.65 3.11
C 2.24 1.58 2.90
C 0.98 -1.09 3.16
C 1.78 -1.30 4.28
C 1.27 -1.92 5.41
C -0.04 -2.39 5.43
C -0.83 -2.20 4.30
C -0.34 -1.54 3.19
C 0.76 -1.98 -1.50
O 0.43 -0.87 -2.20
C 1.28 -3.03 -2.52
C 0.76 -4.31 -2.73
C 1.25 -5.13 -3.74
C 2.27 -4.70 -4.57
C 2.78 -3.42 -4.38
C 2.29 -2.60 -3.39
C -0.47 -2.55 -0.72
C -1.69 -1.89 -0.80
C -2.83 -2.35 -0.14
C -2.78 -3.49 0.64
C -1.57 -4.17 0.73
C -0.45 -3.70 0.06
H 5.71 -3.04 -0.61
H 5.61 -3.31 1.14
H 5.50 -1.67 0.50
H 3.82 -4.67 -0.99
H 2.30 -4.45 -0.14
H 3.74 -4.95 0.78
H 1.97 -0.47 -0.67
H 1.07 -2.50 1.24
H 4.07 -0.18 0.68
H 5.61 1.70 1.06
H 5.01 3.52 2.63
H 2.79 3.46 3.77
H 1.26 1.57 3.36
H 2.82 -0.98 4.26
H 1.90 -2.07 6.28
H -0.43 -2.90 6.30
H -1.84 -2.60 4.28
H -0.93 -1.36 2.30
H -0.05 -4.67 -2.12
H 0.81 -6.11 -3.89
H 2.64 -5.34 -5.36
H 3.57 -3.05 -5.04
H 2.66 -1.59 -3.26
H -1.81 -1.00 -1.38
H -3.75 -1.78 -0.26
H -3.66 -3.86 1.15
H -1.49 -5.07 1.34
H 0.46 -4.28 0.18
N -4.38 -5.47 -4.80
C -4.11 -4.38 -4.57
C -3.78 -3.00 -4.32
C -2.45 -2.60 -4.21
C -2.15 -1.27 -3.99
C -3.17 -0.33 -3.88
C -4.50 -0.74 -3.96
C -4.81 -2.07 -4.19
C -2.85 1.10 -3.66
C -3.43 1.75 -2.55
C -3.40 3.13 -2.19
C -3.98 3.21 -0.95
C -4.34 1.88 -0.60
N -4.03 1.00 -1.54
C -1.96 1.69 -4.56
C -1.50 1.14 -5.80
C -0.66 2.06 -6.36
C -0.62 3.14 -5.42
N -1.37 2.94 -4.37
H -1.66 -3.34 -4.26
H -1.11 -0.98 -3.82
H -5.29 -0.01 -3.82
H -5.84 -2.39 -4.26
H -2.97 3.91 -2.79
H -4.11 4.09 -0.34
H -4.83 1.56 0.31
H -1.79 0.18 -6.22
H -0.12 1.99 -7.29
H -0.02 4.04 -5.51
C -3.83 -0.38 5.45
N -3.03 0.68 4.89
C -2.91 0.91 3.54
N -3.81 0.28 2.75
S -1.77 1.94 2.93
H -3.69 -0.38 6.53
H -3.55 -1.37 5.08
H -4.90 -0.21 5.26
H -2.18 0.93 5.38
H -4.25 -0.58 3.06
H -3.62 0.35 1.77
*
```

=====

What did the first record say?
The ion C3H9N5 with charge +2 at a distorted geometry. Source: OMol25; level of theory: ωB97M-V/def2-TZVPD.

The value obtained for the relative energy (zero: lowest compared OMol25 entry of this formula, charge and spin) is 1.8684 eV. Its SMILES is C=NC(=[NH2+])[NH+]=C(N)N. As for the frontier orbital gap: 10.16 eV. The calculation puts the maximum force at 6.93 eV/A. The value obtained for the lowest unoccupied orbital energy is -9.1 eV. The value obtained for the HOMO energy is -19.2 eV.

```
! wB97M-V def2-TZVPD RIJCOSX def2/J DEFGRID3
* xyz 2 1
C -2.53 -0.96 -0.26
C -0.70 0.75 0.28
C 1.55 -0.24 0.04
N -1.42 -0.91 0.28
N 2.82 0.13 -0.13
N 1.28 -1.53 0.36
N -1.64 1.63 0.17
N 0.61 0.81 0.09
H -3.08 -1.83 -0.16
H -3.05 -0.26 -0.82
H 3.69 -0.50 -0.30
H 3.17 1.02 -0.46
H 2.15 -2.13 0.30
H 0.31 -1.87 0.49
H -2.67 1.42 0.22
H -1.44 2.59 -0.29
H 0.95 1.86 0.20
*
```